Here is 17 unconnected molecules or ions with the total composition C87H202N6O17 from the Open Molecules 2025 dataset. Energies are from ωB97M-V with the def2-TZVPD basis set.

As for the energy relative to the best compared isomer or geometry (same formula, charge and spin): 143.1 kcal per mole. Its LUMO energy is 0.34 eV. The highest occupied orbital energy is -8.572 eV. As for the orbital gap: 8.9 eV.

Geometry as XYZ:
```
312
Properties=species:S:1:pos:R:3:forces:R:3:lowdin_charge:R:1
C -3.4209 -2.6991 6.9085 -0.722 2.489 -0.905 -0.04
C -1.9917 -3.0668 6.8825 3.038 -0.321 0.491 -0.51
C -1.8287 -4.5827 7.2115 1.029 0.721 1.464 -0.17
C -2.2889 -5.4480 6.1097 -0.590 -0.093 -1.915 -0.18
C -1.4807 -5.0988 4.7746 -0.215 -0.538 2.010 -0.09
C -1.5489 -3.6097 4.4174 1.857 1.743 0.742 -0.49
N -1.1976 -2.7350 5.6086 -0.710 -2.680 0.805 -0.10
O -1.1338 -1.3739 5.3312 -1.466 0.672 -0.368 -0.06
C -0.4304 -3.3326 3.3868 -0.204 0.202 0.264 -0.01
C -2.8763 -3.2167 3.8845 -1.508 -0.446 0.015 -0.03
C -1.1142 -2.3794 7.9551 -1.218 0.677 -0.418 -0.04
H -3.8132 -2.5760 7.9037 0.038 -0.099 0.573 0.09
H -4.0475 -3.3982 6.3920 -0.355 -0.256 -0.327 0.06
H -3.5456 -1.6671 6.4306 -0.087 -1.228 0.481 0.11
H -0.7673 -4.8230 7.4609 -0.292 0.431 -0.718 0.13
H -2.2416 -4.8036 8.2447 -0.424 0.349 -1.314 0.14
H -3.3846 -5.3992 5.9539 0.430 0.345 -0.101 0.11
H -2.1563 -6.4670 6.3901 0.421 -1.009 -0.058 0.10
H -1.8574 -5.6520 3.9240 -0.282 -0.186 -0.218 0.12
H -0.4402 -5.4903 4.9353 -0.703 0.776 -0.114 0.12
H -0.9253 -3.4992 2.4291 0.773 -0.559 -0.318 0.06
H -0.0859 -2.2738 3.3393 -0.320 -0.844 0.427 0.07
H 0.4064 -4.0129 3.6625 -0.393 0.654 -0.778 0.08
H -2.9405 -3.3582 2.8395 -0.051 -0.435 -1.321 0.06
H -3.6961 -3.7839 4.3197 -0.025 -0.141 0.087 0.08
H -3.1614 -2.1906 3.9997 0.177 0.836 0.328 0.07
H -0.0832 -2.6789 7.6704 -0.561 0.673 0.737 0.10
H -1.4696 -2.7491 8.9131 0.459 -0.162 0.346 0.07
H -1.3354 -1.2826 7.9774 0.758 -0.725 -0.202 0.09
H -2.0442 -0.9931 5.1257 1.092 -0.823 0.280 0.11
C 6.4363 1.9936 4.8882 0.823 0.375 -1.111 -0.01
C 5.8897 3.2218 4.0587 -1.380 -1.783 1.165 -0.47
C 6.9892 4.0716 3.5180 1.497 0.273 -0.794 -0.14
C 7.8464 3.2637 2.5021 -1.899 2.781 -2.164 -0.12
C 6.8353 3.0701 1.2929 1.239 -1.316 -0.214 -0.10
C 5.7211 2.0818 1.7679 -0.969 0.349 -1.289 -0.45
N 5.0395 2.8080 2.8833 0.871 -0.222 0.052 -0.11
O 3.9459 2.0692 3.3570 0.274 -1.348 0.020 -0.05
C 4.6718 1.9330 0.6201 -1.446 0.337 0.119 -0.05
C 6.1421 0.5957 2.0378 -0.530 0.679 0.456 -0.01
C 4.9200 3.9652 5.0042 0.590 0.439 -0.518 -0.01
H 6.8775 2.3550 5.7973 0.036 0.424 0.640 0.08
H 7.2894 1.5027 4.3755 -0.730 0.079 0.401 0.06
H 5.6759 1.2667 5.1679 -0.093 -0.002 -0.185 0.06
H 6.6118 4.9659 3.0056 -0.130 -0.187 0.196 0.12
H 7.6526 4.4481 4.2803 0.029 0.008 0.739 0.12
H 8.0535 2.3327 2.8879 0.965 -1.963 0.747 0.05
H 8.7691 3.8062 2.2092 -0.576 -0.358 0.179 0.12
H 7.2826 2.6839 0.3171 -0.259 0.199 1.357 0.13
H 6.4003 4.0386 1.0206 0.016 -0.264 0.106 0.10
H 4.0993 2.8724 0.3322 0.783 -0.938 0.803 0.08
H 5.1067 1.6229 -0.3171 0.693 -0.120 -0.249 0.05
H 3.9097 1.1225 0.8390 0.906 1.062 0.037 0.08
H 6.6306 0.1957 1.1495 0.196 0.048 0.084 0.08
H 6.7571 0.4979 2.9342 0.047 -0.270 -0.463 0.06
H 5.2192 -0.0107 2.1808 0.583 0.331 0.027 0.09
H 5.4524 4.3653 5.8712 0.015 0.001 -0.124 0.09
H 4.0865 3.3592 5.3425 0.150 -0.275 -0.007 0.06
H 4.5111 4.7756 4.4141 -0.208 0.478 0.091 0.07
H 4.3229 1.1949 3.6550 -0.746 0.855 -0.051 0.07
C -7.2025 -2.8462 -4.2210 3.441 -0.410 -0.221 -0.01
C -6.9416 -3.5903 -2.8745 1.545 -1.325 -2.412 -0.54
C -5.4093 -3.9425 -2.7983 -0.716 1.754 -1.200 -0.12
C -4.5774 -2.6477 -2.6195 -0.769 -1.986 1.639 -0.15
C -5.1023 -2.1030 -1.2813 0.447 0.235 0.410 -0.13
C -6.6134 -1.7829 -1.2286 0.187 0.503 0.096 -0.50
N -7.3534 -2.9314 -1.6879 -1.589 -0.028 0.037 -0.07
O -8.8170 -2.5595 -1.8092 1.524 -1.278 1.137 -0.03
C -6.9868 -1.6927 0.2480 -1.185 -0.211 0.345 -0.03
C -6.8490 -0.4866 -2.0413 -1.436 -0.103 0.571 0.00
C -7.6371 -4.9361 -2.9612 -1.468 -0.447 -0.547 -0.05
H -6.4628 -2.0185 -4.3698 -1.073 -0.165 0.451 0.07
H -8.1944 -2.5332 -4.2643 -1.601 0.619 -0.428 0.06
H -6.8682 -3.4801 -5.0856 -0.944 0.034 0.765 0.10
H -5.2666 -4.6269 -1.9960 0.310 -0.559 0.773 0.09
H -5.1736 -4.4433 -3.7451 0.010 -0.024 0.197 0.12
H -4.6377 -2.0561 -3.4947 -0.251 1.017 -0.614 0.09
H -3.5435 -2.9289 -2.5091 0.518 0.050 0.040 0.07
H -4.5821 -1.1911 -0.9376 -0.098 -0.311 -0.246 0.10
H -4.8790 -2.8794 -0.5100 -0.174 0.457 -0.501 0.11
H -6.7697 -2.6559 0.7356 0.502 0.390 -0.131 0.09
H -6.4398 -0.8723 0.6689 0.206 0.341 0.696 0.04
H -8.0798 -1.5879 0.4859 0.870 0.448 -0.691 0.10
H -7.9178 -0.3426 -2.2619 0.263 -0.638 -0.539 0.09
H -6.7223 0.4161 -1.4771 0.799 0.356 0.714 0.05
H -6.2267 -0.4247 -2.9169 0.030 -0.023 -0.397 0.06
H -7.3186 -5.6648 -3.7596 0.273 0.843 1.049 0.11
H -8.6665 -4.7293 -3.2142 -0.587 0.098 -0.364 0.07
H -7.7759 -5.3653 -1.9742 0.716 -0.499 0.175 0.08
H -9.1421 -3.1307 -1.0705 0.064 0.788 -0.993 0.11
C 7.7164 -1.5770 -1.7492 -0.554 -0.113 0.163 -0.03
C 6.3125 -1.6043 -2.4303 -0.237 0.036 -0.895 -0.48
C 6.3494 -0.5167 -3.5330 0.048 0.350 1.153 -0.15
C 5.3535 -0.6735 -4.6806 1.244 0.387 -0.021 -0.17
C 5.5637 -2.0576 -5.2031 0.031 -0.316 0.508 -0.17
C 5.2794 -3.1876 -4.2118 0.532 0.069 -0.877 -0.52
N 6.2385 -2.9709 -3.1024 -0.663 -0.489 1.003 -0.04
O 5.8675 -3.9816 -2.0785 -0.028 1.046 -0.635 -0.05
C 3.8229 -3.3640 -3.8262 -0.687 -0.114 1.425 -0.03
C 5.6879 -4.4787 -4.9631 0.601 -0.699 2.099 -0.04
C 5.1207 -1.3302 -1.4766 -1.195 1.077 -1.237 -0.02
H 7.5741 -2.0041 -0.7556 0.434 0.100 0.218 0.07
H 8.2325 -0.5815 -1.6822 -0.834 -0.776 -0.024 0.10
H 8.3448 -2.2581 -2.3370 0.013 0.277 0.186 0.08
H 6.3349 0.4165 -2.9248 -0.440 -0.194 -0.721 0.12
H 7.3593 -0.5351 -3.9206 0.290 -0.055 -0.546 0.11
H 5.6211 0.0691 -5.4919 -0.833 -0.597 0.930 0.14
H 4.3195 -0.7091 -4.3904 -0.599 1.099 0.313 0.08
H 6.5858 -2.1656 -5.5039 0.684 -0.188 -0.494 0.12
H 4.9133 -2.2225 -6.0183 -0.585 -0.251 -1.260 0.11
H 3.1591 -3.5681 -4.6591 0.168 -0.041 -0.423 0.08
H 3.7561 -4.2388 -3.1442 -0.033 0.502 -0.401 0.08
H 3.3606 -2.5275 -3.2754 0.310 -0.191 -0.306 0.06
H 6.7623 -4.4611 -5.1682 -0.154 -0.002 -0.118 0.09
H 5.4899 -5.3354 -4.2786 0.275 0.425 -0.418 0.09
H 5.1310 -4.6917 -5.8483 -0.464 0.317 -0.716 0.07
H 5.2394 -0.3688 -0.8794 -0.020 -1.328 -0.759 0.07
H 4.9839 -2.1861 -0.8499 -0.039 -0.337 0.738 0.05
H 4.1194 -1.2597 -2.0910 1.993 0.192 1.152 0.09
H 6.7118 -4.2766 -1.7502 0.549 -0.202 0.041 0.08
C -0.3806 1.6822 1.7951 0.654 -1.024 3.995 -0.03
C 0.3992 0.8177 0.8784 -0.408 -0.234 -2.245 -0.47
C 1.1292 -0.2863 1.5756 -1.000 -0.447 1.829 -0.14
C 1.6277 -1.4537 0.7436 -1.371 -0.455 0.669 -0.13
C 0.4344 -1.9931 -0.0515 -1.444 -0.011 -0.080 -0.12
C -0.2122 -0.9564 -0.9722 0.777 0.460 1.404 -0.52
N -0.6001 0.1552 -0.0748 0.195 0.879 0.922 -0.04
O -1.2198 1.1788 -0.8619 0.329 -0.087 0.306 -0.07
C 0.7251 -0.5347 -2.1023 -1.503 -2.161 -1.773 -0.01
C -1.5308 -1.4903 -1.4720 -1.208 -0.190 -1.245 -0.04
C 1.4256 1.7762 0.2186 -0.920 -0.644 -0.368 -0.02
H 0.3564 2.1227 2.5397 -0.794 0.213 -1.124 0.11
H -1.0801 1.1753 2.5135 0.425 -0.337 -0.842 0.09
H -0.9932 2.3552 1.2976 -0.700 1.735 -0.946 0.06
H 1.9038 0.1829 2.1486 0.846 0.241 0.311 0.11
H 0.4271 -0.6548 2.3934 0.623 0.043 -1.092 0.11
H 1.8275 -2.2434 1.4709 0.750 -0.012 -0.065 0.09
H 2.5211 -1.2010 0.1622 -0.218 -0.218 -0.090 0.10
H -0.4712 -2.3298 0.5652 1.603 0.481 -0.013 0.12
H 0.6359 -2.8668 -0.6509 0.504 -0.366 -0.324 0.11
H 0.6628 -1.4046 -2.8518 0.249 1.225 0.855 0.11
H 0.3087 0.3187 -2.6247 0.208 0.308 -0.146 0.07
H 1.7650 -0.4085 -1.8977 0.597 0.240 0.551 0.05
H -2.2746 -1.8332 -0.6712 1.333 0.518 -0.940 0.10
H -1.9971 -0.6685 -2.0541 -0.110 -0.426 0.398 0.09
H -1.3763 -2.2808 -2.2377 -0.002 0.062 0.681 0.09
H 2.0256 1.2435 -0.4847 0.229 -0.253 -0.912 0.06
H 2.1349 2.1007 0.9317 0.366 0.395 1.194 0.05
H 0.9895 2.6795 -0.2053 -0.145 -0.111 -0.287 0.08
H -0.4737 1.7114 -1.1680 -0.076 0.503 -0.393 0.06
C -4.7382 2.0888 -3.8203 -1.164 0.373 0.755 -0.03
C -3.9258 3.2100 -4.5028 -0.717 0.223 -1.015 -0.47
C -4.6442 3.7103 -5.8367 1.621 -1.783 0.026 -0.14
C -5.9059 4.4772 -5.6218 -1.028 -0.549 1.452 -0.19
C -5.5308 5.6991 -4.7671 0.497 -0.182 -1.326 -0.15
C -4.8928 5.3243 -3.4496 0.171 -0.626 1.367 -0.49
N -3.7328 4.4303 -3.6941 -0.165 0.024 0.403 -0.05
O -3.1711 4.0337 -2.4426 1.062 0.978 -0.986 -0.08
C -4.3876 6.5663 -2.7352 -0.281 1.762 -0.056 -0.04
C -5.9661 4.6833 -2.4744 1.945 -0.412 -1.007 -0.01
C -2.5218 2.6427 -4.7421 -0.080 0.029 -2.028 -0.03
H -5.7609 1.9857 -4.2751 0.790 0.089 0.705 0.10
H -4.7962 2.2559 -2.7115 -0.267 -0.157 -1.055 0.07
H -4.2641 1.1238 -3.8600 0.375 -0.439 -0.528 0.07
H -3.9033 4.3812 -6.2869 -0.076 -0.179 -0.325 0.12
H -4.7938 2.8097 -6.5057 0.246 0.939 0.655 0.14
H -6.6540 3.8286 -5.0524 0.742 0.793 -0.693 0.12
H -6.3766 4.7190 -6.5790 0.081 0.238 0.183 0.11
H -6.3737 6.3046 -4.5425 -0.933 0.580 0.161 0.10
H -4.8550 6.3393 -5.3811 -0.157 -0.395 0.525 0.14
H -3.6830 7.1830 -3.3186 0.044 -0.615 -0.123 0.08
H -5.2470 7.3031 -2.6110 0.799 -1.099 0.364 0.11
H -3.8838 6.3301 -1.7814 -0.567 0.163 -0.354 0.07
H -5.7101 4.7683 -1.4228 0.108 0.023 0.034 0.08
H -6.8706 5.1444 -2.6746 -1.907 1.207 -0.046 0.06
H -6.1129 3.6591 -2.7578 -0.132 -0.470 0.219 0.05
H -1.7833 3.4253 -4.9789 -0.273 -0.112 0.303 0.09
H -2.4705 1.9357 -5.6342 -0.357 0.738 1.292 0.10
H -2.2756 2.1283 -3.8361 0.672 -0.450 0.350 0.06
H -3.8339 3.6644 -1.8633 -0.613 -0.563 0.599 0.03
C 4.2465 -2.9000 5.2619 2.099 -1.245 -0.492 -0.08
C 3.9224 -1.5935 5.9451 0.489 0.063 0.075 -0.46
C 5.0790 -1.3372 6.9419 -2.365 1.690 0.250 -0.05
O 3.7652 -0.5015 5.0127 0.555 -0.793 0.600 -0.06
H 5.3554 -2.8872 4.9196 -1.732 -0.150 0.535 0.11
H 3.6786 -3.2114 4.4041 -0.605 0.612 -0.629 0.04
H 4.0926 -3.7820 5.9170 0.418 0.627 0.163 0.09
H 2.9735 -1.7478 6.4803 0.169 0.392 0.082 0.14
H 6.0113 -1.3697 6.4530 1.181 -0.400 -0.554 0.05
H 4.9296 -2.1016 7.6854 0.585 -0.223 0.509 0.07
H 5.0137 -0.3175 7.4107 -0.196 -0.964 -0.280 0.09
H 2.8232 -0.4935 4.8627 -0.688 0.664 -0.369 0.05
C 2.2242 5.0624 2.3697 0.316 -0.676 -1.313 -0.04
C 3.1977 5.4246 1.2264 0.936 1.705 0.682 -0.38
C 2.8637 6.8350 0.5839 -0.232 0.061 1.634 -0.05
O 4.6133 5.4642 1.7128 -1.924 1.247 -0.960 -0.10
H 2.5684 4.2212 2.9692 -0.055 -0.377 -0.349 0.06
H 1.2322 4.8777 1.9372 0.122 -0.234 0.132 0.07
H 2.1108 5.8546 3.0615 0.052 1.207 0.579 0.06
H 3.1826 4.7511 0.3748 -0.296 -0.551 0.119 0.10
H 1.8677 6.9150 0.1030 0.444 -0.473 0.365 0.06
H 3.5979 7.0571 -0.1431 0.817 0.012 -1.059 0.05
H 2.9452 7.7136 1.2826 -0.183 -1.104 -0.133 0.09
H 4.8807 4.5776 1.9672 -0.562 -0.680 0.329 0.00
C -2.0658 5.8292 3.8621 -1.423 0.774 -0.603 -0.08
C -2.2038 5.7531 5.3616 -0.594 -0.392 -0.888 -0.46
C -1.0484 6.4202 6.1427 -0.680 -0.010 -2.944 -0.03
O -3.5825 6.1415 5.5555 0.226 -0.065 1.220 -0.06
H -2.0560 6.8555 3.4371 -0.721 -0.369 0.427 0.10
H -2.8162 5.1529 3.3773 0.394 0.978 0.365 0.10
H -1.1531 5.4972 3.5491 2.783 -1.357 -0.731 0.02
H -2.1996 4.6735 5.5486 0.008 0.167 0.519 0.11
H -1.0639 7.4882 5.9394 0.074 0.237 0.200 0.08
H -0.1298 6.0197 5.6750 -0.279 0.169 0.429 0.09
H -1.0632 6.2145 7.1587 -0.060 -0.319 1.942 0.05
H -3.6792 7.0540 5.8352 0.298 0.152 0.021 0.08
C 2.5003 -5.7331 2.5024 0.173 0.199 -1.648 -0.03
C 1.8058 -5.3099 1.1871 1.066 0.581 0.360 -0.47
C 2.8444 -4.9626 0.1128 -1.538 2.408 -0.911 -0.05
O 0.9696 -6.3762 0.7880 -0.761 -0.325 -0.399 -0.06
H 3.3675 -5.1120 2.6959 0.108 0.191 0.145 0.07
H 2.8653 -6.7658 2.3297 -0.296 0.421 0.532 0.10
H 1.7798 -5.6175 3.2755 -0.324 -0.485 0.976 0.04
H 1.1010 -4.4568 1.3295 0.662 -0.533 -0.009 0.11
H 2.3157 -4.8297 -0.8597 0.171 -0.119 0.511 0.08
H 3.5791 -5.6982 -0.0792 0.953 -0.890 0.248 0.06
H 3.3151 -3.9423 0.2768 -0.317 -1.327 0.147 0.09
H 1.5090 -7.1522 0.6146 0.083 -0.114 -0.044 0.11
C -0.2027 -4.7319 -5.9328 -0.196 0.910 0.636 -0.06
C -1.2983 -5.2774 -4.9651 1.209 0.855 0.027 -0.46
C -1.6603 -6.7396 -5.2135 1.479 0.063 0.938 -0.05
O -0.7270 -4.9685 -3.6549 -0.606 -0.406 -1.188 -0.08
H -0.3461 -4.6723 -7.0348 -0.556 -0.242 0.833 0.09
H 0.6180 -5.3935 -5.7454 0.930 -0.191 -0.060 0.06
H 0.0760 -3.6981 -5.5624 -0.233 -1.163 -0.460 0.07
H -2.1789 -4.6655 -5.1132 -0.567 0.130 0.126 0.11
H -2.5147 -7.0193 -4.5840 0.225 -0.257 -0.463 0.06
H -0.7806 -7.4312 -5.0666 -0.828 0.732 0.353 0.10
H -1.8283 -6.8073 -6.2633 -0.844 -0.237 -0.820 0.06
H -1.1439 -5.4618 -2.9279 0.309 0.109 -0.263 0.03
C 1.4190 2.2616 6.7634 1.453 0.801 0.923 -0.05
C 0.4380 1.3753 6.0982 -0.653 0.742 0.829 -0.55
C -0.8345 2.0668 5.6791 -0.673 0.671 0.621 -0.04
O 1.0243 0.8329 4.9757 0.566 -1.150 -1.521 -0.04
H 2.2960 1.6833 7.1789 -0.862 0.486 -0.600 0.10
H 0.9620 2.7895 7.6177 0.106 -0.165 -0.350 0.09
H 1.7943 2.9867 6.0513 0.239 0.365 -0.071 0.07
H 0.2922 0.6741 6.8729 -0.954 -1.686 0.576 0.11
H -1.3517 2.6074 6.4917 0.694 0.236 -0.180 0.09
H -1.6479 1.4056 5.3876 0.269 -0.524 -0.544 0.07
H -0.5566 2.7256 4.8478 -0.420 0.131 0.158 0.09
H 0.3126 0.4262 4.4569 0.351 -0.142 0.104 0.06
C 3.2794 2.4962 -2.7492 0.673 -1.704 -1.551 -0.03
C 2.6814 3.2947 -3.8948 -0.888 0.251 -0.033 -0.44
C 3.5703 3.3565 -5.1120 0.010 0.016 -0.145 -0.04
O 1.4090 2.6998 -4.3053 1.046 0.818 0.280 -0.09
H 4.3610 2.5668 -2.8068 0.307 0.094 0.255 0.08
H 3.0381 1.4141 -2.8709 0.208 0.549 -0.389 0.08
H 2.9651 2.6658 -1.7647 -0.627 1.048 1.263 0.02
H 2.5347 4.3430 -3.5588 -0.354 -0.439 -0.096 0.13
H 4.0852 2.4314 -5.2204 0.240 -1.149 -0.343 0.05
H 4.3840 4.0573 -4.9676 -0.051 0.523 -0.047 0.08
H 3.0098 3.5569 -6.0373 0.188 0.146 0.435 0.10
H 0.8189 3.0184 -3.6105 -0.733 -0.235 0.185 0.03
C -2.8667 -4.8924 -0.0837 -0.303 -0.415 -0.021 -0.03
C -2.2031 -6.1765 -0.6251 -1.722 0.152 1.329 -0.49
C -3.0052 -6.8664 -1.6994 -0.437 -0.317 0.293 -0.04
O -0.9872 -5.8692 -1.1627 1.751 0.212 -0.460 -0.06
H -3.8346 -5.1189 0.3649 -0.006 -0.038 0.271 0.09
H -3.0585 -4.1273 -0.8229 0.111 -0.085 -0.654 0.04
H -2.2173 -4.4035 0.6362 0.126 -0.154 0.368 0.06
H -2.0542 -6.8291 0.2493 -0.190 -0.149 -0.160 0.14
H -3.0569 -6.2098 -2.5385 -0.638 0.836 -0.587 0.05
H -3.9912 -7.2275 -1.3984 -0.023 0.393 0.038 0.09
H -2.4969 -7.7069 -2.1239 0.640 -0.778 0.181 0.08
H -0.3216 -6.0236 -0.4776 0.520 0.127 -0.125 0.06
C -4.0095 0.7240 1.2247 0.901 0.164 0.728 -0.04
C -4.6171 1.5449 0.0918 0.247 0.770 0.219 -0.44
C -5.8877 2.2510 0.4920 -0.702 -0.841 -1.159 -0.04
O -3.6820 2.5760 -0.3393 -0.484 -0.901 0.560 -0.08
H -2.9786 0.5700 0.9609 0.591 -0.750 -0.531 0.04
H -4.4450 -0.2581 1.4769 -0.141 0.510 -0.409 0.08
H -3.8163 1.2604 2.1705 -0.890 0.281 -0.236 0.09
H -4.7937 0.8772 -0.7620 -0.059 0.121 0.142 0.10
H -6.5806 1.4789 0.7965 -0.364 -0.145 0.423 0.07
H -6.4000 2.7667 -0.3246 0.325 -0.034 -0.213 0.07
H -5.7632 2.9612 1.2672 0.399 0.561 0.958 0.08
H -2.8442 2.1035 -0.4813 0.253 0.170 -0.147 0.05
C 1.6692 -0.5727 -5.5726 -0.021 2.402 -0.740 -0.03
C 0.3251 -0.1225 -6.3101 2.452 -0.814 -0.597 -0.46
C -0.8741 -0.4673 -5.4970 -1.306 -0.408 0.217 -0.06
O 0.3333 1.2131 -6.7604 -0.524 -0.506 -1.078 -0.03
H 2.0600 0.3161 -5.0118 -0.689 -0.702 0.094 0.07
H 2.5580 -0.8005 -6.1852 -0.757 -0.318 -0.336 0.07
H 1.4280 -1.3677 -4.9106 0.101 -0.744 0.604 0.03
H 0.2978 -0.6344 -7.2816 -0.256 -0.446 0.390 0.13
H -1.7036 0.0643 -5.9622 -0.194 -0.049 0.164 0.06
H -0.8544 -0.2094 -4.4267 0.262 0.111 -0.417 0.06
H -1.1330 -1.5378 -5.5705 0.314 0.245 0.089 0.08
H 0.6828 1.7927 -6.1181 0.676 1.082 1.591 0.02
C -0.0168 5.8041 -3.2800 -0.063 0.899 0.674 -0.03
C 0.0622 5.0844 -1.9512 1.408 -1.022 1.546 -0.44
C -0.8295 5.6410 -0.8419 -0.566 -0.121 0.065 -0.04
O -0.1334 3.6410 -2.1581 -1.927 1.021 -0.067 -0.12
H 0.5179 6.8015 -3.2314 -0.783 -1.057 -0.162 0.11
H -1.0876 5.9084 -3.4924 0.156 0.363 -0.238 0.08
H 0.4039 5.1810 -4.0537 0.333 -0.026 -0.293 0.06
H 1.0767 5.1075 -1.4633 -0.486 0.146 -0.924 0.13
H -0.5137 6.6705 -0.7092 -0.193 0.342 0.121 0.08
H -0.7055 5.1421 0.1235 0.460 -0.171 -0.152 0.07
H -1.9202 5.5935 -0.9976 0.489 0.128 -0.538 0.06
H -1.1195 3.6254 -2.3177 0.862 -0.470 -0.013 0.08
```
Positions in Å, forces in eV/Å.